[1]
65
Properties=species:S:1:pos:R:3:mulliken_charge:R:1 method="wB97M-V/def2-TZVPD" mol_weight_g_mol=1052.80 spin_multiplicity=2 orbital_gap_ev="6.452 / 7.579" charge=-1 largest_force_ev_per_a=1.44 relative_energy_kj_mol=179.6 e_tot_ha=-6518.74777 homo_energy_ev="-5.370 / -6.444"
Ir 0.12 0.52 -0.24 3.323
O 0.54 -2.05 3.15 -0.715
As -0.39 -0.56 2.82 1.266
O -0.51 0.33 4.17 -0.838
O 0.66 0.07 1.62 -0.426
C -2.10 -1.42 2.42 -0.043
C -2.34 -2.54 3.21 -0.740
C -3.58 -3.18 3.16 -0.654
C -4.58 -2.70 2.33 -0.650
C -4.35 -1.58 1.55 -0.504
C -3.11 -0.95 1.60 0.175
S -2.85 0.45 0.56 1.224
O -1.74 1.16 1.23 -0.903
O -4.09 1.17 0.44 -0.779
O -2.30 -0.07 -0.70 -0.720
H 1.25 -2.08 2.50 0.275
H -1.57 -2.92 3.86 0.486
H -3.75 -4.05 3.78 0.385
H -5.54 -3.19 2.30 0.401
H -5.11 -1.18 0.90 0.472
S 4.57 0.80 0.41 -0.384
C 4.31 -0.35 -0.86 0.701
C 5.25 -1.14 -1.51 -0.718
C 4.80 -1.97 -2.52 -0.557
C 3.45 -2.01 -2.87 -1.098
C 2.52 -1.22 -2.22 -0.060
C 2.95 -0.38 -1.21 -0.898
N 2.17 0.51 -0.46 0.291
C 2.88 1.16 0.43 1.006
C 2.39 2.16 1.38 0.524
C 3.12 2.46 2.53 -0.914
C 2.65 3.39 3.44 -0.920
C 1.44 4.02 3.23 -0.611
C 0.69 3.74 2.09 -0.460
C 1.18 2.83 1.18 0.445
H 6.29 -1.11 -1.23 0.403
H 5.51 -2.60 -3.04 0.389
H 3.12 -2.67 -3.66 0.466
H 1.48 -1.26 -2.50 0.890
H 4.05 1.95 2.73 0.361
H 3.22 3.60 4.33 0.386
H 1.05 4.72 3.96 0.392
H -0.27 4.20 1.92 0.539
F 1.14 -3.84 -2.04 -0.162
C -0.11 -4.05 -1.62 0.357
F -0.74 -4.78 -2.53 -0.211
F -0.06 -4.72 -0.48 -0.193
S -1.01 -2.47 -1.33 0.942
O -0.23 -1.85 -0.26 -0.802
O -2.34 -2.87 -1.05 -0.677
N -0.76 -1.82 -2.74 -0.465
S -0.79 -0.38 -3.29 1.136
O -0.17 -0.33 -4.58 -0.667
O -0.26 0.64 -2.38 -1.030
C -2.59 0.04 -3.68 0.680
F -2.77 1.34 -3.50 -0.223
F -3.46 -0.66 -2.98 -0.182
F -2.79 -0.26 -4.96 -0.253
N 0.47 2.54 0.00 -0.541
C -0.46 3.15 -0.59 1.445
C -1.01 4.19 -1.25 -0.038
C -0.26 5.40 -1.33 -0.106
N 0.35 6.38 -1.39 -0.585
C -2.30 4.14 -1.86 -0.020
N -3.34 4.15 -2.36 -0.612

***

[2]
53
Properties=species:S:1:pos:R:3:mulliken_charge:R:1 method="wB97M-V/def2-TZVPD" mol_weight_g_mol=726.30 spin_multiplicity=1 orbital_gap_ev=5.852 charge=-2 largest_force_ev_per_a=4.00 e_tot_ha=-5211.55730 homo_energy_ev=-1.837
Li -0.11 0.44 -0.46 0.975
O -2.89 2.83 -1.70 -0.721
S -1.62 2.19 -1.51 0.991
O -0.54 3.34 -1.78 -0.333
O -1.45 1.65 -0.18 -0.597
O -1.31 1.19 -2.56 -0.834
S 6.20 5.01 0.88 -0.023
N 5.62 3.74 1.75 -0.761
C 4.54 3.30 1.15 1.039
C 3.71 2.22 1.59 0.555
C 3.94 1.55 2.80 -0.639
C 3.06 0.56 3.18 -1.055
C 2.00 0.25 2.33 0.013
N 1.79 0.85 1.18 0.017
C 2.61 1.83 0.80 -0.276
C 2.29 2.54 -0.43 -0.380
N 1.31 2.06 -1.16 -0.299
C 0.76 2.84 -2.20 0.229
C 1.57 4.03 -2.64 -0.988
C 2.64 4.42 -1.95 -0.881
C 3.04 3.70 -0.78 0.419
C 4.18 4.04 -0.04 0.780
N 5.05 5.02 -0.30 -0.791
H 4.79 1.84 3.40 0.492
H 3.18 0.03 4.12 0.415
H 1.30 -0.53 2.58 0.383
H 0.55 2.19 -3.06 0.385
H 1.22 4.54 -3.52 0.383
H 3.24 5.27 -2.25 0.437
N 0.13 -4.87 4.73 -0.659
C 0.08 -4.19 3.80 0.082
C 0.01 -3.35 2.68 0.668
C 1.09 -3.25 1.79 -0.516
C 1.02 -2.38 0.73 -0.590
C -0.08 -1.54 0.46 -0.885
C -1.16 -1.71 1.36 0.254
C -1.13 -2.58 2.43 -0.722
H 1.98 -3.85 1.97 0.384
H 1.88 -2.33 0.06 0.342
H -2.06 -1.13 1.21 0.333
H -1.98 -2.67 3.10 0.371
Br -1.97 -3.95 -1.96 -0.197
C -3.83 -3.55 -1.93 0.510
C -4.70 -4.62 -1.94 -0.560
C -6.06 -4.39 -1.97 -0.306
C -6.53 -3.09 -1.99 -0.654
C -5.63 -2.03 -1.96 -0.167
C -4.25 -2.23 -1.93 -0.559
I -2.83 -0.48 -1.97 0.548
H -4.31 -5.63 -1.93 0.354
H -6.75 -5.22 -1.98 0.336
H -7.59 -2.89 -2.03 0.329
H -5.99 -1.01 -1.98 0.369

***

[3]
54
Properties=species:S:1:pos:R:3:mulliken_charge:R:1 method="wB97M-V/def2-TZVPD" mol_weight_g_mol=688.76 spin_multiplicity=2 orbital_gap_ev="4.602 / 4.847" charge=-2 largest_force_ev_per_a=0.44 relative_energy_kj_mol=0.0 e_tot_ha=-5022.38213 homo_energy_ev="-1.431 / -1.676"
Ti -0.31 1.71 -0.61 0.457
S -7.72 2.44 1.37 -0.388
C -6.12 2.29 0.94 0.101
S -4.90 1.67 1.97 -0.139
C -3.54 1.80 0.89 -0.006
C -3.81 2.32 -0.33 0.037
S -2.63 2.55 -1.57 -0.345
S -5.48 2.75 -0.59 -0.130
S -1.96 1.27 1.38 -0.348
S 0.58 3.88 0.24 -0.340
C 2.31 3.75 0.07 0.336
C 3.07 4.85 0.59 -0.084
N 3.66 5.74 1.02 -0.609
C 2.98 2.70 -0.50 0.769
S 2.25 1.28 -1.16 -0.422
C 4.42 2.74 -0.55 -0.218
N 5.57 2.74 -0.61 -0.614
C -1.28 -2.08 -2.59 -2.015
C -0.86 -0.63 -2.51 1.540
O -0.68 -0.19 -1.37 0.104
C -0.69 0.13 -3.72 0.553
C -0.87 -0.47 -4.98 -0.856
C -0.67 0.20 -6.15 -0.840
C -0.26 1.55 -6.10 -0.386
C -0.07 2.18 -4.90 -0.769
C -0.29 1.51 -3.66 0.430
O -0.12 2.16 -2.58 -0.532
H -1.38 -2.46 -1.57 0.271
H -0.54 -2.68 -3.13 0.416
H -2.24 -2.18 -3.10 0.430
H -1.18 -1.51 -5.02 0.319
H -0.82 -0.29 -7.10 0.357
H -0.09 2.09 -7.02 0.359
H 0.24 3.21 -4.84 0.429
N 1.03 -7.00 5.80 -0.561
C 1.05 -5.98 5.26 0.117
C 1.08 -4.71 4.59 0.512
C 2.28 -4.00 4.50 -0.795
C 2.32 -2.79 3.85 -0.534
C 1.15 -2.26 3.29 0.611
C -0.05 -2.96 3.39 -0.308
C -0.08 -4.18 4.03 -0.805
N 1.18 -1.03 2.64 0.260
C 1.97 0.08 2.95 -0.421
C 1.63 1.04 2.06 -1.215
N 0.66 0.55 1.20 0.793
C 0.41 -0.66 1.58 -0.722
H 3.18 -4.42 4.93 0.418
H 3.25 -2.25 3.75 0.474
H -0.96 -2.52 3.00 0.584
H -1.01 -4.73 4.11 0.419
H 2.64 0.08 3.78 0.465
H 2.00 2.05 1.97 0.450
H -0.30 -1.32 1.10 0.394